1.
The following is a DFT calculation (the ωB97M-V functional and the def2-TZVPD basis) of a molecular structure, C9H18NO8PPd.

## Properties
net charge	-2
ΔE to the lowest compared entry with this formula, charge and spin	1.39	kcal per mole
maximum force	0.3	eV/A

Last column: natural (NBO) charge in e.
CARTESIAN COORDINATES (ANGSTROEM)
Pd: 0.506692 -0.208737 0.365155  0.0000
O: -1.901591 1.868281 0.626568  -0.7622
C: -2.822202 1.149991 -0.168280  -0.0609
C: -2.868426 -0.334735 0.151681  -0.2439
N: -1.719467 -1.109726 -0.317025  -0.4738
C: -1.720681 -2.402062 0.372522  -0.3583
C: -1.282292 -2.314460 1.848271  0.7607
O: -1.795262 -3.131042 2.634793  -0.7675
O: -0.396588 -1.454654 2.110875  -0.8083
C: -1.780416 -1.303965 -1.765533  -0.3438
C: -0.562339 -1.995378 -2.431972  0.7648
O: -0.742145 -2.271279 -3.637959  -0.7897
O: 0.454382 -2.188917 -1.730555  -0.7848
H: -1.114925 1.284349 0.733072  0.4809
H: -2.612505 1.306247 -1.233942  0.1535
H: -3.814407 1.569569 0.031780  0.1502
H: -3.799659 -0.762020 -0.267876  0.1514
H: -2.919996 -0.439421 1.238595  0.2168
H: -1.000989 -3.043218 -0.137206  0.2478
H: -2.715375 -2.871594 0.321313  0.1618
H: -1.876376 -0.332163 -2.251333  0.2006
H: -2.678303 -1.886997 -2.034879  0.1619
C: 1.163334 3.568063 0.692735  -0.2595
O: 1.845585 2.812083 -0.288907  -0.8252
P: 2.026138 1.200413 0.035993  1.6292
O: 3.112444 1.453330 1.282187  -0.8465
C: 3.122833 0.530162 2.353830  -0.2576
O: 3.099269 1.004064 -1.183529  -0.8354
C: 3.100840 -0.239225 -1.884138  -0.2691
H: 0.957405 4.550428 0.262611  0.1617
H: 1.778902 3.690722 1.589834  0.1616
H: 0.214838 3.106515 0.975233  0.1995
H: 3.291078 1.084143 3.281830  0.1522
H: 3.932086 -0.197962 2.228906  0.1508
H: 2.174602 -0.016036 2.419872  0.2206
H: 3.927331 -0.862653 -1.529152  0.1484
H: 3.250237 -0.021966 -2.943646  0.1606
H: 2.165950 -0.790150 -1.751724  0.2515

Cartesian forces, eV/Å:
-0.2 -0.1 0.0
-0.1 -0.2 0.1
0.0 0.0 0.0
0.0 0.0 0.0
0.0 0.0 0.0
0.0 0.0 0.0
0.1 -0.1 0.0
-0.1 0.0 0.0
0.0 0.1 0.0
-0.1 0.0 0.0
0.1 0.0 0.0
0.0 0.0 0.0
0.0 0.0 0.0
0.2 0.2 -0.1
0.0 0.0 0.0
0.0 0.0 0.0
0.0 0.0 0.0
0.0 0.0 0.0
0.0 0.0 0.0
0.0 0.0 0.0
0.0 0.0 0.0
0.0 0.0 0.0
0.0 0.0 0.0
0.0 0.0 0.0
0.1 0.1 0.0
0.0 0.0 0.0
0.0 0.0 0.0
0.0 0.0 0.0
0.0 0.0 0.0
0.0 0.0 0.0
0.0 0.0 0.0
0.0 0.0 0.0
0.0 0.0 0.0
0.0 0.0 0.0
0.0 0.0 0.0
0.0 0.0 0.0
0.0 0.0 0.0
0.0 0.0 0.0

***

2.
The following is a DFT calculation (the ωB97M-V functional and the def2-TZVPD basis) of a molecular structure, C25H51AsB2F4N5O4SSi4Ti at a distorted geometry.

## Properties
net charge	+1
ΔE to the lowest compared entry with this formula, charge and spin	0.00	kcal per mole
maximum force	1.3	eV/A

Last column: Löwdin charge in e.
CARTESIAN COORDINATES (ANGSTROEM)
Ti: -0.842940 -0.645119 0.206400  0.8334
C: -2.661836 -3.327804 -2.758723  0.0269
C: -1.868997 -2.692508 -1.679684  -0.2335
N: -1.695802 -1.430576 -1.546258  -0.0823
O: -2.222377 -0.594668 -2.466560  -0.0006
B: -3.526061 0.019620 -1.994644  -1.1107
F: -3.966823 0.828517 -2.988753  0.2155
F: -4.383488 -1.008225 -1.621509  0.1733
O: -3.252715 0.880787 -0.787979  0.0441
N: -2.807251 0.142580 0.253461  -0.0984
C: -3.568181 0.020764 1.275039  -0.2077
C: -4.924214 0.620219 1.344321  0.0448
C: -2.957684 -0.771013 2.364508  -0.1997
N: -1.754390 -1.131567 2.109391  -0.0369
O: -1.102750 -1.871441 3.038009  0.0581
B: -1.001417 -3.313414 2.614360  -1.0904
F: -2.285360 -3.761607 2.295320  0.1589
F: -0.369671 -3.994848 3.597152  0.2198
O: -0.142690 -3.435037 1.367011  0.0259
N: -0.659466 -2.767289 0.308075  -0.0152
C: -1.257806 -3.480926 -0.577326  -0.1958
C: -1.409713 -4.951127 -0.462804  0.0434
C: -3.689673 -1.097794 3.612922  0.0381
H: -3.029726 -2.577944 -3.450099  0.1019
H: -3.511557 -3.851321 -2.315546  0.1199
H: -2.054269 -4.061192 -3.292080  0.1023
H: -5.619367 -0.000840 0.773232  0.1182
H: -4.913567 1.602046 0.875154  0.1075
H: -5.274264 0.694141 2.370263  0.0898
H: -2.195727 -5.160046 0.267791  0.1166
H: -0.494590 -5.387091 -0.066366  0.1115
H: -1.670941 -5.405090 -1.414315  0.0904
H: -4.693672 -1.450224 3.375119  0.1083
H: -3.787086 -0.198926 4.227751  0.1073
H: -3.155424 -1.856408 4.173814  0.0973
C: 1.003038 3.980622 3.432448  -0.1728
Si: 0.659737 2.412722 4.390058  0.5194
C: -1.162557 2.210601 4.766365  -0.1703
C: 1.658812 2.392067 5.966561  -0.1768
C: 1.190795 0.893843 3.376636  -0.2169
C: 2.079368 -0.050065 3.878660  -0.0353
C: 2.396138 -1.211480 3.175757  -0.0176
C: 1.761314 -1.452916 1.982564  -0.1131
N: 0.891507 -0.565018 1.475080  -0.1031
C: 0.643531 0.582943 2.128397  -0.6940
S: -0.532410 1.530899 1.250170  0.7663
H: 0.810200 4.849169 4.066442  0.0404
H: 0.372998 4.072492 2.547351  0.0096
H: 2.047600 4.028096 3.116486  0.0369
H: -1.513739 3.013636 5.417666  0.0401
H: -1.341230 1.260685 5.275642  0.0374
H: -1.758046 2.233208 3.851435  0.0039
H: 1.421014 3.277756 6.559476  0.0408
H: 2.733115 2.411900 5.771238  0.0401
H: 1.436971 1.518406 6.582582  0.0405
H: 2.542382 0.117935 4.843843  0.1075
H: 3.101177 -1.930033 3.567350  0.1238
H: 1.920792 -2.360015 1.421370  0.1214
C: 2.629842 -0.645514 -4.561197  -0.1942
Si: 1.873949 -1.346469 -3.002890  0.3157
C: 3.130664 -2.233483 -1.938996  -0.2015
C: 0.558984 -2.571817 -3.534213  -0.1934
As: 0.911176 0.371158 -1.645988  0.8781
Si: 2.860506 1.571594 -0.864430  0.3325
C: 2.348233 3.283114 -0.320185  -0.1974
C: 4.128795 1.663691 -2.238551  -0.2020
C: 3.740416 0.710602 0.538661  -0.1878
Si: -0.037478 1.943026 -3.242038  0.3570
C: -1.133253 3.082498 -2.262282  -0.1859
C: -0.909076 1.067554 -4.639886  -0.1790
C: 1.361632 2.914650 -4.018962  -0.2044
H: 3.103199 -1.474929 -5.095179  0.0465
H: 3.387498 0.113033 -4.385265  0.0117
H: 1.865822 -0.228180 -5.219154  0.0258
H: 3.592717 -3.046354 -2.504684  0.0451
H: 2.651223 -2.671452 -1.059741  0.0223
H: 3.928208 -1.573030 -1.597002  0.0138
H: 0.964737 -3.167334 -4.356244  0.0538
H: -0.348986 -2.085008 -3.895626  0.0281
H: 0.306616 -3.263451 -2.727104  0.0226
H: 1.949780 3.888363 -1.132397  0.0191
H: 3.233958 3.794281 0.068439  0.0487
H: 1.605831 3.245452 0.476394  -0.0149
H: 3.763453 2.094016 -3.165929  0.0065
H: 4.561893 0.684956 -2.450226  0.0272
H: 4.942180 2.299837 -1.876218  0.0490
H: 3.245600 0.829128 1.499998  0.0109
H: 4.723685 1.184744 0.617250  0.0521
H: 3.905717 -0.350655 0.354618  0.0239
H: -1.976358 2.553862 -1.820310  0.0151
H: -1.530406 3.853849 -2.927611  0.0516
H: -0.576016 3.578845 -1.465792  0.0240
H: -1.933672 0.809165 -4.390144  0.0206
H: -0.389020 0.164089 -4.962244  0.0160
H: -0.925723 1.754531 -5.490926  0.0491
H: 1.953759 3.494837 -3.316575  0.0126
H: 0.891422 3.621506 -4.709968  0.0485
H: 2.027481 2.283200 -4.607437  0.0225

Cartesian forces, eV/Å:
0.5 1.2 0.1
0.1 0.0 0.0
-0.2 0.2 -0.1
-0.1 -0.2 0.1
0.0 0.0 0.0
0.0 0.0 0.0
0.0 0.0 0.0
0.0 0.0 0.0
0.0 0.0 0.0
-0.1 -0.1 0.0
-0.1 0.1 -0.1
0.0 0.0 0.0
0.1 -0.1 0.1
-0.1 -0.2 0.1
0.0 0.0 0.0
0.0 0.0 0.0
0.0 0.0 0.0
0.0 0.0 0.0
0.0 0.0 0.0
0.0 -0.2 0.0
0.0 -0.1 0.2
0.1 0.0 -0.1
0.0 0.0 0.0
0.0 0.0 0.0
0.0 0.0 0.0
0.0 0.0 0.0
0.0 0.0 0.0
0.0 0.0 0.0
0.0 0.0 0.0
0.0 0.0 0.0
0.0 0.0 0.0
0.0 0.0 0.0
0.0 0.0 0.0
0.0 0.0 0.0
0.0 0.0 0.0
0.0 0.0 0.0
0.0 0.0 0.0
0.0 0.0 0.0
0.0 0.0 0.0
0.0 0.0 0.0
0.0 0.0 0.0
0.0 0.0 0.0
0.1 0.0 0.1
-0.2 -0.2 -0.1
0.0 0.1 0.1
0.0 -0.3 -0.1
0.0 0.0 0.0
0.0 0.0 0.0
0.0 0.0 0.0
0.0 0.0 0.0
0.0 0.0 0.0
0.0 0.0 0.0
0.0 0.0 0.0
0.0 0.0 0.0
0.0 0.0 0.0
0.0 0.0 0.0
0.0 0.0 0.0
0.0 0.0 0.0
0.0 -0.1 0.0
0.0 0.0 0.0
0.0 0.0 0.0
0.0 0.0 0.0
0.1 -0.1 -0.1
0.1 0.0 0.0
0.0 -0.1 0.0
-0.1 0.0 0.0
0.0 0.0 0.0
0.0 0.0 0.0
0.0 0.0 0.0
0.0 0.0 0.0
-0.1 0.0 0.0
0.0 0.0 0.0
0.0 0.0 0.0
0.0 0.0 0.0
0.0 0.0 0.0
0.0 0.0 0.0
0.0 0.0 0.0
0.0 0.0 0.0
0.0 0.0 0.0
0.1 0.0 -0.1
0.0 0.0 0.0
0.0 0.0 0.0
0.0 0.0 0.0
0.0 0.0 0.0
0.0 0.0 0.0
0.0 0.0 0.0
0.0 0.0 0.0
0.0 0.0 0.0
0.0 0.0 0.0
0.0 0.0 0.0
0.0 0.0 0.0
0.0 0.0 0.0
0.0 0.0 0.0
0.0 0.0 0.0
0.0 0.0 0.0
0.0 0.0 0.0
0.0 0.0 0.0
0.0 0.0 0.0

***

3.
The following is a DFT calculation (the ωB97M-V functional and the def2-TZVPD basis) of a single CN2O6 molecule at a distorted geometry.

## Properties
net charge	0
ΔE to the lowest compared entry with this formula, charge and spin	40.42	kcal per mole
maximum force	3.7	eV/A
structure (SMILES)	O=C(O[N+](=O)[O-])[N+](=O)[O-]

Last column: natural (NBO) charge in e.
CARTESIAN COORDINATES (ANGSTROEM)
O: 0.227112 0.000122 -1.975117  -0.4095
C: -0.142197 0.036306 -0.867139  0.8075
O: -0.517715 -1.119339 -0.070455  -0.4014
N: 0.596666 -1.190761 0.866024  0.7562
O: 0.530779 -2.045372 1.661142  -0.2529
O: 1.439690 -0.467347 0.497376  -0.3217
N: -0.614122 1.325868 -0.140908  0.4505
O: -0.561815 1.306509 1.126293  -0.3655
O: -0.914112 2.178273 -0.911202  -0.2632

Cartesian forces, eV/Å:
-0.3 0.2 0.7
-1.1 -1.6 0.1
0.4 1.3 -0.3
-1.7 -1.9 -1.4
-0.2 0.1 0.7
2.7 1.6 0.6
1.1 -1.1 2.6
-0.6 0.5 -3.6
-0.4 0.8 0.5

***

4.
The following is a DFT calculation (the ωB97M-V functional and the def2-TZVPD basis) of 2 unconnected molecules or ions with the total composition CHBr2FS at a distorted geometry.

## Properties
net charge	0
ΔE to the lowest compared entry with this formula, charge and spin	75.25	kcal per mole
maximum force	1.6	eV/A

Last column: natural (NBO) charge in e.
CARTESIAN COORDINATES (ANGSTROEM)
C: -0.828651 0.109713 -0.477481  0.1871
F: -0.601418 0.028169 -1.788969  -0.3103
S: 1.821898 -0.810517 0.728907  -0.3733
Br: -1.936143 -1.343678 0.112846  0.1766
Br: -1.113021 1.833428 0.246105  0.2016
H: 2.657337 0.182885 1.178593  0.1183

Cartesian forces, eV/Å:
1.1 -1.0 0.0
-0.1 0.5 1.5
-1.0 0.6 -0.4
0.7 0.9 -0.2
0.1 -0.7 -0.5
-0.7 -0.3 -0.4

***

5.
The following is a DFT calculation (the ωB97M-V functional and the def2-TZVPD basis) of a single C4H9NS molecule at a distorted geometry.

## Properties
net charge	0
ΔE to the lowest compared entry with this formula, charge and spin	77.32	kcal per mole
maximum force	5.6	eV/A
structure (SMILES)	CNC1CSC1

Last column: natural (NBO) charge in e.
CARTESIAN COORDINATES (ANGSTROEM)
C: -0.035395 2.042080 0.755266  -0.4284
N: 0.634570 0.646943 0.608243  -0.6683
C: -0.324861 -0.469381 -0.067995  -0.0878
C: -0.221650 -0.697239 -1.672501  -0.5482
S: -0.156994 -2.455027 -1.555378  0.1731
C: 0.235030 -1.756031 0.196288  -0.4744
H: -0.252479 2.556858 -0.303707  0.2074
H: -0.871549 2.020197 1.376694  0.1749
H: 0.607018 2.554487 1.499529  0.2080
H: 1.117799 0.278652 1.430997  0.3665
H: -1.357133 -0.186404 0.237603  0.1983
H: -1.091565 -0.222988 -2.210237  0.2141
H: 0.695203 -0.206435 -1.922836  0.2212
H: -0.364331 -2.377424 0.869906  0.2178
H: 1.386337 -1.728287 0.758130  0.2259

Cartesian forces, eV/Å:
2.5 -1.3 -1.2
-2.6 0.1 -2.4
1.0 4.7 -0.7
-1.7 3.4 1.3
1.1 -0.2 1.6
2.2 -4.4 2.7
0.8 -1.1 2.6
-2.4 -0.5 0.4
0.4 0.5 -1.3
-0.7 0.3 -0.2
0.6 -0.8 0.0
1.0 -0.7 0.2
0.6 0.0 -0.7
0.3 0.1 0.2
-3.0 -0.2 -2.4

***

6.
The following is a DFT calculation (the ωB97M-V functional and the def2-TZVPD basis) of a molecular structure, CH3Br3Si at a distorted geometry.

## Properties
net charge	0
ΔE to the lowest compared entry with this formula, charge and spin	10.47	kcal per mole
maximum force	2.7	eV/A

Last column: natural (NBO) charge in e.
CARTESIAN COORDINATES (ANGSTROEM)
C: -0.384357 -1.720527 -0.228199  -0.9293
Si: 1.158406 -1.294325 0.685362  1.1944
Br: -1.667294 -0.244796 0.181900  0.0189
Br: 1.683993 0.878114 0.186158  -0.3225
Br: 2.751596 -2.582138 -0.268652  -0.2930
H: -0.066826 -1.610111 -1.212622  0.2437
H: -0.754825 -2.742415 0.000656  0.2647
H: 1.148072 -1.192852 2.068198  -0.1767

Cartesian forces, eV/Å:
-0.7 0.0 2.1
1.1 1.2 -2.1
0.2 -1.1 -0.2
0.0 -0.9 0.0
-0.5 0.3 0.6
0.0 0.0 -2.0
-0.1 0.9 -0.2
0.0 -0.5 1.8